[1]
# H4N3P

A single H4N3P molecule at a distorted geometry (ωB97M-V/def2-TZVPD, OMol25).

## Properties
Gap between HOMO and LUMO (spin up / spin down) = 7.9 / 6.7 eV
⟨S²⟩ = 2.007
Molecular weight = 77.03 g mol⁻¹
Multiplicity = 3
E = -507.810804 Eh
Energy relative to the best compared isomer or geometry (same formula, charge and spin) = 147.5 kJ/mol
LUMO energy (spin up / spin down) = 1.29 / -2.15 eV

Element x y z (Å)
N1 -0.5658 0.5371 0.5110
N2 0.2624 -0.0153 -0.2490
N3 -1.8053 0.4762 -0.2202
P1 1.9875 0.1230 -0.1059
H1 -1.4980 0.0363 -1.0470
H2 -2.6899 0.2732 0.3000
H3 2.1999 -1.3131 -0.4779
H4 2.1090 -0.1174 1.2891

From a Löwdin analysis of the wavefunction, the atomic charges in e read:
1 N -0.16
2 N -0.41
3 N -0.02
4 P 0.71
5 H 0.03
6 H 0.09
7 H -0.10
8 H -0.14

[2]
# C3H5N4O2

An isolated ion of composition C3H5N4O2 and charge +1 at a distorted geometry (ωB97M-V/def2-TZVPD, OMol25).

## Properties
Gap between HOMO and LUMO = 9.3 eV
Molecular weight = 129.10 g mol⁻¹
Multiplicity = 1
E = -486.400199 Eh
Energy relative to the best compared isomer or geometry (same formula, charge and spin) = 411.7 kJ/mol
Net charge = +1
LUMO energy = -5.62 eV

Element x y z (Å)
C1 1.0457 -0.5581 1.9143
C2 0.8563 -0.4192 -1.8349
C3 0.2969 -0.6973 0.5319
N1 0.9496 -1.7564 2.3636
N2 -0.0585 -2.0705 0.4608
N3 0.4112 -2.6045 1.4568
N4 -0.7156 0.2191 0.3028
O1 -0.2598 -0.4852 -2.3629
O2 1.1866 -0.4577 -0.6245
H1 1.1743 0.1956 2.6514
H2 1.7763 -0.2385 -2.5581
H3 -1.2108 -0.4480 -1.8885
H4 -0.4876 1.1629 0.6370
H5 -1.4931 0.1145 0.9104

From a Löwdin analysis of the wavefunction, the atomic charges in e read:
1 C 0.06
2 C -0.19
3 C -0.51
4 N 0.08
5 N 0.13
6 N 0.05
7 N 0.15
8 O 0.22
9 O 0.13
10 H 0.13
11 H 0.24
12 H 0.26
13 H 0.14
14 H 0.12

[3]
# C34H37GeNO2PdSi

C34H37GeNO2PdSi as an isolated structure at a distorted geometry (ωB97M-V/def2-TZVPD, OMol25).

## Properties
Gap between HOMO and LUMO (spin up / spin down) = 6.1 / 2.6 eV
⟨S²⟩ = 8.801
Molecular weight = 698.79 g mol⁻¹
Multiplicity = 6
E = -4016.052868 Eh
Energy relative to the best compared isomer or geometry (same formula, charge and spin) = 268.9 kJ/mol
Net charge = +3
LUMO energy (spin up / spin down) = -9.04 / -13.35 eV

Element x y z (Å)
Pd1 -0.4242 0.6526 -0.1101
C1 -3.5527 0.6767 3.5045
Si1 -2.9919 0.8093 1.7378
C2 -3.7919 -0.3555 0.5362
C3 -3.2328 2.4552 0.7477
N1 -1.1951 0.2852 1.7491
C4 -0.4140 0.5500 2.8590
C5 -0.1782 -0.5078 3.8006
C6 0.7776 -0.2986 4.7741
C7 1.3729 0.9348 4.9642
C8 1.0928 1.9881 4.1352
C9 0.3027 1.7589 3.0380
O1 0.0052 2.7787 2.1366
C10 1.0051 3.2340 1.2708
C11 0.9698 4.4860 0.7658
C12 2.0518 5.0416 0.1097
C13 3.1229 4.2235 -0.2732
C14 3.0728 2.8637 -0.0315
C15 2.0216 2.3522 0.7664
H1 -4.6690 0.6077 3.5531
H2 -3.2140 1.3969 4.2620
H3 -3.2991 -0.3796 3.7841
H4 -4.4919 -0.9975 1.0803
H5 -3.0132 -1.0222 0.1145
H6 -4.3272 0.2408 -0.1830
H7 -4.2847 2.5844 0.5212
H8 -2.6681 2.5173 -0.2471
H9 -2.9175 3.3410 1.3790
H10 -0.7808 -1.4052 3.7792
H11 0.9745 -1.0500 5.5174
H12 2.1260 1.0470 5.6988
H13 1.5638 2.9739 4.1537
H14 0.0948 5.0882 0.8911
H15 2.1134 6.0782 -0.2209
H16 3.8805 4.6976 -0.9220
H17 3.7543 2.1655 -0.4715
H18 2.0838 1.2712 0.9105
C16 0.0032 2.7059 -2.6143
O2 -0.5668 1.4459 -2.2150
H19 0.0821 2.6767 -3.7180
H20 1.0226 2.7324 -2.2479
H21 -0.5651 3.6239 -2.3084
H22 -0.9502 1.0707 -3.0027
C17 -0.5194 -5.0714 1.7845
C18 -0.9466 -5.1710 0.4429
C19 -0.8573 -4.0117 -0.3507
C20 -0.3322 -2.8182 0.0919
C21 0.2158 -2.8134 1.3481
C22 0.0146 -3.8677 2.2177
Ge1 0.1128 -1.3952 -1.2153
C23 2.1238 -1.3032 -1.4909
C24 2.6216 -0.5692 -2.5498
C25 3.9908 -0.3178 -2.6337
C26 4.7493 -0.5103 -1.5228
C27 4.2359 -1.1443 -0.3930
C28 2.9141 -1.5612 -0.4006
C29 -0.8165 -1.7264 -2.9581
C30 -0.1733 -2.2866 -4.0658
C31 -0.9198 -2.5537 -5.2251
C32 -2.2406 -2.0485 -5.3481
C33 -2.8289 -1.4129 -4.2845
C34 -2.1374 -1.3016 -3.0526
H23 -0.4272 -5.9432 2.4323
H24 -1.4029 -6.0833 0.0680
H25 -1.3450 -4.1400 -1.3445
H26 0.6786 -1.9357 1.7595
H27 0.3369 -3.7663 3.2809
H28 2.0326 -0.4262 -3.4207
H29 4.3927 0.0438 -3.5302
H30 5.8074 -0.2065 -1.5160
H31 4.9193 -1.1977 0.4292
H32 2.5485 -2.1549 0.3835
H33 0.8119 -2.7182 -3.9303
H34 -0.3521 -2.9384 -6.1070
H35 -2.7783 -2.1936 -6.3050
H36 -3.7663 -0.8823 -4.4018
H37 -2.6283 -0.9125 -2.1669

From a Löwdin analysis of the wavefunction, the atomic charges in e read:
1 Pd 0.78
2 C -0.15
3 Si 0.53
4 C -0.15
5 C -0.16
6 N -0.01
7 C -0.22
8 C 0.05
9 C 0.02
10 C 0.05
11 C 0.08
12 C -0.18
13 O 0.07
14 C -0.17
15 C 0.04
16 C 0.06
17 C 0.05
18 C 0.01
19 C 0.06
20 H 0.08
21 H 0.05
22 H 0.06
23 H 0.06
24 H 0.02
25 H 0.04
26 H 0.05
27 H 0.04
28 H 0.05
29 H 0.13
30 H 0.14
31 H 0.14
32 H 0.17
33 H 0.15
34 H 0.16
35 H 0.16
36 H 0.12
37 H 0.12
38 C -0.08
39 O -0.25
40 H 0.12
41 H 0.06
42 H 0.11
43 H 0.08
44 C -0.04
45 C -0.02
46 C -0.09
47 C -0.33
48 C -0.18
49 C -0.09
50 Ge 1.01
51 C -0.28
52 C -0.10
53 C -0.05
54 C -0.07
55 C -0.05
56 C -0.12
57 C -0.34
58 C -0.11
59 C -0.04
60 C -0.05
61 C -0.07
62 C -0.14
63 H 0.13
64 H 0.12
65 H 0.12
66 H 0.06
67 H 0.12
68 H 0.09
69 H 0.11
70 H 0.13
71 H 0.11
72 H 0.08
73 H 0.10
74 H 0.13
75 H 0.13
76 H 0.11
77 H 0.07

[4]
# C6H14NO

An isolated ion of composition C6H14NO and charge -1 at a distorted geometry (ωB97M-V/def2-TZVPD, OMol25).

## Properties
Gap between HOMO and LUMO = 5.4 eV
Molecular weight = 116.18 g mol⁻¹
Multiplicity = 1
E = -366.952956 Eh
Energy relative to the best compared isomer or geometry (same formula, charge and spin) = 127.9 kJ/mol
SMILES = CN(C)CCCC[O-]
Net charge = -1
LUMO energy = 3.37 eV

Element x y z (Å)
C1 -1.2679 -0.4502 1.6177
N1 -1.1526 -1.0048 0.2850
C2 -1.5330 -2.3861 0.1183
C3 0.0447 -0.5954 -0.4356
C4 -0.0904 0.7777 -1.1013
C5 1.2492 1.5211 -1.1831
C6 1.9589 1.9057 0.1455
O1 3.2579 2.2244 -0.0432
H1 -2.0918 0.2716 1.6867
H2 -1.4150 -1.2225 2.3712
H3 -0.3495 0.0652 1.9187
H4 -2.2076 -2.7086 0.9100
H5 -1.9435 -2.5295 -0.8737
H6 -0.6857 -3.1049 0.2164
H7 0.2397 -1.3558 -1.2016
H8 0.9115 -0.6068 0.2298
H9 -0.4809 0.6282 -2.1155
H10 -0.8025 1.3645 -0.5257
H11 1.1868 2.4709 -1.7173
H12 1.9645 0.9189 -1.7466
H13 1.8506 1.0639 0.8833
H14 1.3568 2.7525 0.5609

From a Löwdin analysis of the wavefunction, the atomic charges in e read:
1 C -0.10
2 N -0.29
3 C -0.13
4 C -0.23
5 C -0.20
6 C -0.23
7 C -0.57
8 O -0.39
9 H 0.07
10 H 0.07
11 H 0.08
12 H 0.07
13 H 0.07
14 H 0.08
15 H 0.11
16 H 0.10
17 H 0.09
18 H 0.09
19 H 0.09
20 H 0.09
21 H 0.06
22 H 0.07

[5]
# C53H39AsBaCl5F3N7OPSSe

C53H39AsBaCl5F3N7OPSSe as an isolated structure at a distorted geometry (ωB97M-V/def2-TZVPD, OMol25).

## Properties
Gap between HOMO and LUMO = 6.4 eV
Molecular weight = 1378.45 g mol⁻¹
Multiplicity = 1
E = -10504.479064 Eh
Energy relative to the best compared isomer or geometry (same formula, charge and spin) = 136.5 kJ/mol
LUMO energy = -1.04 eV

Element x y z (Å)
Ba1 -1.6484 -1.2208 1.7782
Cl1 -4.4372 6.0013 1.9108
C1 -4.3987 4.2659 1.9592
C2 -3.8729 3.5902 3.0473
Cl2 -3.3790 4.4048 4.4749
C3 -3.8083 2.1745 2.9860
Cl3 -2.9203 1.3218 4.2135
C4 -4.2027 1.4008 1.8801
O1 -3.8822 0.1774 1.7932
C5 -4.9751 2.1436 0.9619
Cl4 -5.9067 1.2001 -0.1029
C6 -5.0500 3.5077 0.9559
Cl5 -5.9785 4.2887 -0.2901
Se1 -4.7256 -9.0615 0.2887
N1 -5.4685 -7.5333 0.8761
C7 -4.6521 -6.5571 0.6268
C8 -4.8852 -5.2036 1.0725
C9 -6.1083 -4.8421 1.6166
C10 -6.3227 -3.5299 1.7778
C11 -5.2562 -2.5939 1.7011
N2 -4.0760 -2.9751 1.2697
C12 -3.8995 -4.2429 0.9411
C13 -2.6705 -4.5828 0.1491
N3 -1.8665 -3.5065 -0.1959
C14 -0.7644 -3.7943 -0.9174
C15 -0.5205 -5.1072 -1.3917
C16 -1.3770 -6.1328 -1.1219
C17 -2.5211 -5.8654 -0.3620
C18 -3.4690 -6.9185 -0.0721
N4 -3.3267 -8.1866 -0.3410
H1 -6.9616 -5.4843 1.5773
H2 -7.2885 -3.1752 2.0624
H3 -5.3840 -1.5361 2.0277
H4 -0.1209 -2.9706 -1.1643
H5 0.3318 -5.2780 -2.0213
H6 -1.1303 -7.1691 -1.5535
N5 1.6507 -1.2892 6.5049
C19 1.0342 -1.9769 5.4283
N6 1.2413 -3.1950 5.2658
S1 -0.0875 -0.9979 4.3976
H7 1.5060 -1.8992 7.2566
H8 1.2839 -0.4017 6.7271
H9 1.9398 -3.5113 5.9906
H10 1.2159 -3.8096 3.6306
F1 -0.6085 -3.9121 2.5547
C20 0.7516 -3.9928 2.5337
F2 1.2193 -2.9900 1.7353
F3 1.0815 -5.1684 1.8753
N7 -1.8034 -0.3391 -0.9374
C21 -2.3162 -0.3112 -1.9816
C22 -3.0781 -0.2722 -3.1679
C23 -2.4258 -0.3347 -4.3761
C24 -3.1304 -0.4760 -5.5414
C25 -4.5236 -0.5941 -5.4867
C26 -5.1668 -0.5235 -4.2827
C27 -4.4772 -0.2788 -3.0613
H11 -1.3391 -0.2394 -4.3717
H12 -2.5703 -0.4585 -6.4577
H13 -5.0539 -0.7476 -6.4116
H14 -6.2461 -0.5884 -4.2855
H15 -4.9586 -0.2789 -2.0884
C28 1.7123 0.5939 -1.0386
C29 2.9938 1.4286 -1.1017
As1 4.0001 1.2781 -2.8165
C30 5.8097 1.4923 -2.2917
C31 6.6724 2.2512 -3.0605
C32 8.0005 2.3464 -2.6717
C33 8.4246 1.7717 -1.5058
C34 7.6190 0.9055 -0.7650
C35 6.2874 0.7920 -1.1508
C36 3.4958 3.0607 -3.4989
C37 4.0406 4.3027 -3.2159
C38 3.5564 5.4712 -3.8164
C39 2.5048 5.4660 -4.6642
C40 1.9083 4.2465 -4.9086
C41 2.4429 3.0788 -4.4193
P1 0.9994 0.4814 0.6327
C42 2.5383 0.5963 1.6834
C43 3.2803 -0.5658 1.7754
C44 4.5398 -0.6022 2.3969
C45 4.9867 0.5731 2.9825
C46 4.2629 1.7701 2.8639
C47 3.0245 1.7943 2.2160
C48 0.3132 2.1717 0.8985
C49 -0.2328 2.4328 2.1229
C50 -0.7505 3.6610 2.4878
C51 -0.8306 4.6218 1.5166
C52 -0.3845 4.4013 0.2437
C53 0.2794 3.1933 -0.0594
H16 1.9197 -0.4461 -1.4120
H17 1.0328 1.0451 -1.7411
H18 3.7005 1.0943 -0.3396
H19 2.8576 2.5120 -0.8614
H20 6.2921 2.8239 -3.9166
H21 8.6521 2.9009 -3.3116
H22 9.4521 2.0043 -1.1651
H23 7.9640 0.4936 0.1501
H24 5.6398 0.1312 -0.6006
H25 4.8932 4.3289 -2.5125
H26 4.0638 6.4600 -3.5647
H27 2.1397 6.3812 -5.0333
H28 1.0263 4.2365 -5.5606
H29 1.9159 2.1882 -4.6663
H30 2.8197 -1.5408 1.4719
H31 5.1144 -1.5312 2.4833
H32 5.8377 0.5812 3.6451
H33 4.6315 2.6932 3.2874
H34 2.4121 2.7204 2.2349
H35 -0.1535 1.7074 2.9721
H36 -0.9676 3.8528 3.5052
H37 -1.1800 5.6080 1.7715
H38 -0.4588 5.2311 -0.4604
H39 0.6850 3.0873 -1.0754

Löwdin population analysis, charges in e, atoms 1 to 99:
1 Ba 1.51
2 Cl 0.65
3 C -0.71
4 C -0.72
5 Cl 0.71
6 C -0.58
7 Cl 0.69
8 C -0.56
9 O -0.37
10 C -0.64
11 Cl 0.74
12 C -0.69
13 Cl 0.66
14 Se 1.13
15 N -0.21
16 C -0.34
17 C -0.09
18 C 0.00
19 C -0.03
20 C -0.08
21 N 0.05
22 C -0.17
23 C -0.12
24 N 0.04
25 C -0.11
26 C -0.05
27 C 0.00
28 C -0.10
29 C -0.34
30 N -0.24
31 H 0.12
32 H 0.11
33 H 0.11
34 H 0.10
35 H 0.10
36 H 0.15
37 N 0.05
38 C -0.95
39 N 0.00
40 S 0.29
41 H 0.05
42 H 0.04
43 H 0.09
44 H 0.13
45 F -0.02
46 C -0.43
47 F -0.01
48 F 0.05
49 N 0.10
50 C -0.13
51 C -0.24
52 C -0.05
53 C -0.06
54 C -0.07
55 C -0.06
56 C 0.02
57 H 0.13
58 H 0.11
59 H 0.11
60 H 0.11
61 H 0.07
62 C -0.44
63 C -0.43
64 As 1.30
65 C -0.44
66 C -0.13
67 C -0.10
68 C -0.10
69 C -0.07
70 C -0.10
71 C -0.40
72 C -0.11
73 C -0.10
74 C -0.11
75 C -0.10
76 C -0.15
77 P 0.96
78 C -0.38
79 C -0.12
80 C -0.08
81 C -0.09
82 C -0.07
83 C -0.07
84 C -0.40
85 C -0.15
86 C -0.10
87 C -0.10
88 C -0.06
89 C -0.07
90 H 0.08
91 H 0.05
92 H 0.03
93 H 0.08
94 H 0.10
95 H 0.10
96 H 0.11
97 H 0.09
98 H 0.08
99 H 0.11

[6]
# C2ClF4NO2

A 2-piece molecular cluster, C2ClF4NO2 overall at a distorted geometry (ωB97M-V/def2-TZVPD, OMol25).

## Properties
Gap between HOMO and LUMO (spin up / spin down) = 6.5 / 6.5 eV
Molecular weight = 181.47 g mol⁻¹
Multiplicity = 1
E = -1140.811317 Eh
Energy relative to the best compared isomer or geometry (same formula, charge and spin) = 504.9 kJ/mol
LUMO energy (spin up / spin down) = -4.95 / -4.96 eV

Element x y z (Å)
C1 0.4302 0.1458 -0.2419
C2 -0.2384 -0.0960 1.0403
N1 -0.4196 0.6805 -1.2586
O1 0.1138 0.9994 -2.3203
O2 -1.5117 0.9828 -0.8545
F1 0.9743 -2.3576 -0.5476
F2 0.6585 -0.5877 1.9470
F3 -1.1961 -1.0667 0.9555
F4 -0.8964 0.8856 1.6003
Cl1 2.0853 0.4140 -0.3201

From a Löwdin analysis of the wavefunction, the atomic charges in e read:
1 C -0.37
2 C -0.65
3 N -0.36
4 O 0.11
5 O 0.17
6 F -0.37
7 F 0.12
8 F 0.15
9 F 0.20
10 Cl 1.00